This record from the OMol25 dataset describes a cluster of 6 separate species, C5H20N3O5 in total at a distorted geometry. The level of theory is the ωB97M-V functional and the def2-TZVPD basis.

Each line ends with the Mulliken charge.
Atoms and positions in Å:
C (0.681, -1.075, -2.137)  -0.75
C (-0.423, -0.151, -1.654)  -0.27
C (0.018, 0.994, -0.776)  0.78
C (-0.705, 2.100, -0.478)  -0.71
N (-0.025, 2.552, 0.721)  -0.02
C (1.238, 1.929, 0.855)  -0.56
N (1.114, 0.807, 0.016)  -0.55
N (1.485, -1.741, -0.977)  -0.27
H (1.364, -0.523, -2.948)  0.26
H (0.180, -1.892, -2.740)  0.47
H (-1.189, 0.140, -2.417)  0.51
H (-1.278, -0.785, -1.103)  -0.09
H (-1.639, 2.595, -0.705)  0.40
H (-0.188, 3.508, 1.005)  0.27
H (1.909, 2.049, 1.639)  0.46
H (2.475, -2.011, -1.222)  0.34
H (1.555, -1.134, -0.239)  0.45
H (0.966, -2.678, -0.735)  0.39
H (2.734, 0.481, -1.132)  0.34
H (4.181, 0.367, -1.589)  0.33
O (3.334, -0.140, -1.619)  -0.67
H (-4.244, -0.843, -0.728)  0.30
H (-3.263, -1.851, -0.017)  0.29
O (-3.716, -0.983, 0.049)  -0.68
H (-0.672, 0.502, 2.440)  0.40
H (0.394, 1.116, 3.336)  0.28
O (0.270, 0.632, 2.548)  -0.65
H (0.198, -2.743, 1.923)  0.29
H (0.795, -1.231, 1.870)  0.29
O (0.659, -2.054, 1.391)  -0.61
H (-2.904, 1.311, 2.143)  0.26
H (-2.900, 0.117, 1.385)  0.24
O (-2.402, 0.636, 1.893)  -0.51

Values from the calculation:
energy = -20209.77931 eV
charge = +1

This record from the OMol25 dataset describes a cluster of 4 separate species, C5H21N3O3 in total at a distorted geometry. The level of theory is the ωB97M-V functional and the def2-TZVPD basis.

Each line ends with the Mulliken charge.
Atoms and positions in Å:
C (1.637, 0.000, -2.511)  -1.38
C (1.124, 0.044, -1.059)  0.71
C (-0.315, 0.655, -0.905)  -1.48
C (-1.211, -0.139, 0.034)  0.78
C (-1.402, 0.394, 1.267)  -1.00
N (-2.259, -0.296, 2.271)  -0.16
N (-1.843, -1.135, -0.634)  -0.37
N (2.076, 0.818, -0.172)  -0.21
H (0.791, 0.174, -3.189)  0.30
H (2.378, 0.787, -2.723)  0.43
H (2.020, -0.945, -2.854)  0.35
H (1.095, -1.008, -0.763)  0.33
H (-0.702, 0.708, -1.905)  0.55
H (-0.393, 1.633, -0.417)  0.41
H (-0.860, 1.243, 1.636)  0.32
H (-2.171, 0.148, 3.187)  0.41
H (-2.115, -1.329, 2.473)  0.30
H (-3.221, -0.185, 1.956)  0.41
H (-1.564, -1.458, -1.545)  0.25
H (-2.397, -1.762, -0.083)  0.13
H (3.040, 0.766, -0.492)  0.34
H (1.987, 0.441, 0.790)  0.26
H (1.824, 1.820, -0.178)  0.39
H (-0.102, 2.421, -3.287)  0.30
H (-0.701, 3.588, -2.392)  0.31
O (-0.082, 2.853, -2.429)  -0.60
H (-0.910, -3.544, 1.929)  0.31
H (-2.349, -3.716, 1.448)  0.32
O (-1.757, -3.083, 1.876)  -0.67
H (3.263, -0.574, 2.762)  0.31
H (2.538, 0.604, 3.358)  0.31
O (2.586, 0.080, 2.550)  -0.65

Values from the calculation:
energy = -16123.13398 eV
charge = +2

This record from the OMol25 dataset describes a cluster of 6 separate species, C5H21NO5 in total at a distorted geometry. The level of theory is the ωB97M-V functional and the def2-TZVPD basis.

Each line ends with the Mulliken charge.
Atoms and positions in Å:
N (-0.454, -0.293, -0.015)  -0.05
C (-0.816, 0.522, 1.134)  -0.41
C (-2.138, 0.043, 1.854)  -0.63
C (-2.512, -1.197, 0.994)  -0.66
C (-1.666, -1.094, -0.339)  0.16
C (-2.566, -0.625, -1.495)  -1.39
H (0.389, -0.801, 0.309)  0.24
H (0.006, 0.663, 1.768)  0.47
H (-1.052, 1.594, 0.881)  0.23
H (-2.771, 0.964, 1.964)  0.34
H (-1.863, -0.282, 2.809)  0.34
H (-3.579, -1.101, 0.769)  0.34
H (-2.217, -2.082, 1.555)  0.37
H (-1.357, -2.132, -0.456)  0.30
H (-3.121, 0.294, -1.378)  0.35
H (-3.185, -1.515, -1.668)  0.43
H (-1.829, -0.377, -2.237)  0.39
H (1.156, -0.031, -2.502)  0.37
H (0.402, 0.679, -1.303)  0.39
O (0.909, 0.833, -2.133)  -0.64
H (2.058, 2.780, 1.837)  0.27
H (2.804, 1.730, 0.873)  0.34
O (2.253, 1.852, 1.660)  -0.66
H (2.286, -1.941, -1.239)  0.30
H (1.752, -1.972, -2.674)  0.32
O (1.514, -1.733, -1.775)  -0.64
H (2.521, 2.606, -1.751)  0.30
H (2.120, 1.426, -0.975)  0.53
O (2.727, 2.201, -0.904)  -0.72
H (3.406, 0.050, 1.607)  0.34
H (1.972, -0.401, 1.563)  0.31
O (2.850, -0.657, 1.266)  -0.62

Values from the calculation:
energy = -17243.47598 eV
<S²> = 0.75
charge = +1
multiplicity = 2

This record from the OMol25 dataset describes a structure of composition C5H22Ba2O7 at a distorted geometry. The level of theory is the ωB97M-V functional and the def2-TZVPD basis.

Each line ends with the Mulliken charge.
Atoms and positions in Å:
Ba (-2.909, -0.352, -1.602)  1.83
Ba (-2.369, -2.254, 1.896)  1.17
O (-1.106, -0.471, 0.241)  -0.93
H (-0.176, -0.438, 0.539)  -0.21
O (-4.235, -0.609, 0.814)  -1.15
H (-3.734, 0.188, 1.075)  0.31
C (-0.675, 2.107, 2.676)  -0.47
O (-1.474, 2.252, 1.500)  -0.50
H (-1.174, 2.732, 3.416)  0.28
H (-0.650, 1.089, 3.066)  0.15
H (0.265, 2.571, 2.376)  0.20
H (-1.407, 1.442, 0.989)  0.40
C (1.024, -2.729, 2.021)  -0.51
O (0.271, -2.102, 3.041)  -0.47
H (1.964, -3.165, 2.360)  0.35
H (0.476, -3.551, 1.561)  0.25
H (1.194, -2.040, 1.193)  0.09
H (0.953, -1.673, 3.562)  0.27
C (-0.182, 2.696, -2.895)  -0.72
O (-0.513, 1.506, -2.130)  -0.31
H (-0.723, 3.503, -2.400)  0.29
H (0.870, 2.979, -2.912)  0.27
H (-0.457, 2.622, -3.947)  0.27
H (0.201, 1.159, -1.590)  0.43
C (2.615, 0.636, 0.564)  -0.71
O (1.556, 0.644, -0.328)  -0.52
H (3.450, 1.039, -0.009)  0.28
H (2.433, 1.290, 1.417)  0.26
H (2.909, -0.378, 0.836)  0.30
H (0.776, 0.426, 0.188)  -0.02
C (0.487, -1.684, -2.928)  -0.49
O (-0.914, -1.639, -3.083)  -0.44
H (1.027, -0.933, -3.504)  0.22
H (0.706, -1.665, -1.860)  0.10
H (0.814, -2.689, -3.193)  0.40
H (-1.293, -2.511, -2.950)  0.31

Values from the calculation:
energy = -21255.08194 eV
<S²> = 0.75
charge = +1
multiplicity = 2